Record 1
The following is a DFT calculation (ωB97M-V/def2-TZVPD) of a molecular structure, C44H44N6O3S3SiSr.

```
102
Properties=species:S:1:pos:R:3:forces:R:3:mulliken_charge:R:1
Sr -0.527479 0.539629 0.633049 0.0 0.0 0.1 1.76
S -4.740427 1.626412 -5.611670 0.0 0.0 0.0 -0.12
C -4.307870 3.128657 -6.301957 0.0 0.0 0.0 -0.44
C -3.225024 3.673752 -5.684343 0.0 0.0 0.0 -0.65
C -2.723588 2.851482 -4.641135 0.0 0.0 0.0 -0.43
C -3.436953 1.696671 -4.489038 0.0 0.0 0.0 0.05
C -3.186092 0.616118 -3.531008 0.0 0.0 0.0 0.64
C -2.668280 0.925926 -2.254478 0.0 0.0 0.0 -0.99
N -2.379335 0.027317 -1.344490 0.0 0.0 0.0 0.23
C -2.603100 -1.274959 -1.624353 0.0 0.0 -0.1 -0.32
C -3.118936 -1.693123 -2.857833 0.0 0.0 0.0 1.19
C -3.327068 -3.090792 -3.111937 0.0 0.0 0.0 -1.13
C -3.041563 -4.013532 -2.172601 0.0 0.0 0.0 -1.14
C -2.518057 -3.620893 -0.894982 0.0 0.0 0.0 1.81
C -2.207910 -4.552964 0.105657 0.0 0.0 0.0 -0.97
C -1.697535 -4.130161 1.311947 0.0 0.0 0.0 0.24
C -1.534252 -2.742241 1.494595 0.0 0.0 0.0 -1.15
N -1.808488 -1.849305 0.572822 0.0 0.0 0.0 0.08
C -2.295749 -2.264061 -0.615121 0.0 0.0 0.0 -0.48
C -1.275947 -5.083574 2.344376 0.0 0.0 0.0 0.29
C -0.761137 -6.336841 2.153721 0.0 0.0 0.0 -0.52
C -0.416378 -6.983614 3.369358 0.0 0.0 0.0 -0.71
C -0.675647 -6.208363 4.458138 0.0 0.0 0.0 -0.41
S -1.345454 -4.700178 4.018648 0.0 0.0 0.0 -0.09
C -3.404090 -0.709375 -3.818288 0.0 0.0 0.0 -0.90
H -4.881583 3.535094 -7.118658 0.0 0.0 0.0 0.44
H -2.790913 4.620573 -5.969203 0.0 0.0 0.0 0.40
H -1.844454 3.079315 -4.054533 0.0 0.0 0.0 0.38
H -2.480395 1.958685 -1.981575 0.0 0.0 0.0 0.67
H -3.719953 -3.385846 -4.077056 0.0 0.0 0.0 0.45
H -3.199953 -5.067836 -2.363559 0.0 0.0 0.0 0.44
H -2.377077 -5.608069 -0.077558 0.0 0.0 0.0 0.54
H -1.123289 -2.357850 2.423921 0.0 0.0 0.0 0.64
H -0.614899 -6.772903 1.174694 0.0 0.0 0.0 0.42
H 0.006722 -7.975466 3.430456 0.0 0.0 0.0 0.41
H -0.516623 -6.448178 5.496778 0.0 0.0 0.0 0.47
H -3.777325 -1.007882 -4.791608 0.0 0.0 0.0 0.53
O -2.441445 2.523459 4.081768 0.0 0.0 0.0 -0.75
C -1.606379 1.879374 3.443532 0.0 0.0 0.0 -0.12
O -1.802498 0.882526 2.686555 0.0 0.0 0.0 -0.67
C -0.157349 2.385046 3.516534 0.0 0.0 0.0 0.44
C 0.247771 3.185702 4.610741 0.0 0.0 0.0 -0.94
C 1.525814 3.652065 4.647905 0.0 0.0 0.0 -0.87
C 2.413747 3.353121 3.585813 0.0 0.0 0.0 1.45
C 3.750924 3.812572 3.537039 0.0 0.0 0.0 -0.78
C 4.551147 3.498286 2.475514 0.0 0.0 0.0 -0.86
C 4.054246 2.708550 1.414350 0.0 0.0 0.0 -0.18
C 2.768939 2.249909 1.439715 0.0 0.0 0.0 0.77
C 1.920754 2.563577 2.526619 0.0 0.0 0.0 -1.16
N 0.641696 2.085629 2.521536 0.0 0.0 -0.1 0.74
H -0.480272 3.399493 5.379494 0.0 0.0 0.0 0.55
H 1.877506 4.257026 5.476066 0.0 0.0 0.0 0.43
H 4.124777 4.417374 4.354920 0.0 0.0 0.0 0.39
H 5.573747 3.851620 2.443487 0.0 0.0 0.0 0.40
H 4.692329 2.455870 0.577444 0.0 0.0 0.0 0.20
H 2.399326 1.625862 0.633530 0.0 0.0 0.0 0.02
C -1.866552 5.432429 1.093869 0.0 0.0 0.0 -0.92
N -2.802870 4.361459 1.373510 0.0 0.0 0.0 0.33
C -3.850635 4.626711 2.341165 0.0 0.0 0.0 -0.91
C -2.592462 3.133143 0.912351 0.1 -0.1 0.1 -0.03
O -1.660772 2.814167 0.160447 0.0 -0.1 0.0 -0.77
H -2.402198 6.308558 0.725541 0.0 0.0 0.0 0.35
H -1.154903 5.096064 0.346127 0.0 0.0 0.0 0.22
H -1.331652 5.704073 2.006769 0.0 0.0 0.0 0.31
H -3.411629 4.915374 3.296342 0.0 0.0 0.0 0.33
H -4.426463 3.721012 2.512138 0.0 0.0 0.0 0.28
H -4.502961 5.421400 1.974795 0.0 0.0 0.0 0.34
H -3.304832 2.388545 1.285191 -0.1 0.0 0.0 0.42
C 1.362958 -4.002394 -0.662856 0.0 0.0 0.0 -1.09
N 1.367170 -2.763850 0.080904 -0.1 0.0 0.0 1.21
C 1.651880 -2.652832 1.384239 0.1 0.0 0.0 0.14
S 1.614894 -1.156168 2.180734 0.0 0.0 0.0 -0.30
N 1.959760 -3.783384 2.040688 0.0 0.0 0.0 -0.01
C 2.280312 -3.831247 3.455141 0.0 0.0 0.0 -1.06
H 1.036502 -3.783667 -1.676548 0.0 0.0 0.0 0.16
H 0.665894 -4.729159 -0.232495 0.0 0.0 0.0 0.20
H 2.359750 -4.452189 -0.715511 0.0 0.0 0.0 0.44
H 1.175423 -1.889025 -0.421585 0.0 0.0 0.0 -1.33
H 1.946773 -4.653752 1.537481 0.0 0.0 0.0 0.29
H 1.476618 -3.395060 4.047063 0.0 0.0 0.0 0.33
H 3.196266 -3.280504 3.666487 0.0 0.0 0.0 0.33
H 2.407018 -4.875543 3.734368 0.0 0.0 0.0 0.38
C 0.537511 1.236241 -3.338853 0.0 0.0 0.0 -1.31
Si 1.303212 -0.021765 -2.103134 0.0 0.1 0.0 0.63
C 1.604521 -1.512181 -3.287696 0.0 0.0 0.0 -1.73
C 3.117602 0.593950 -1.922976 0.0 0.0 0.0 0.40
C 4.032402 -0.192584 -1.211708 0.0 0.0 0.0 0.01
C 5.367024 0.162977 -1.080369 0.0 0.0 0.0 -0.65
C 5.830222 1.344768 -1.646377 0.0 0.0 0.0 -0.57
C 4.940489 2.161281 -2.329684 0.0 0.0 0.0 -0.65
C 3.607454 1.786544 -2.463440 0.0 0.0 0.0 -0.22
H 1.201675 1.423654 -4.189448 0.0 0.0 0.0 0.58
H 0.302101 2.199527 -2.873346 0.0 0.0 0.0 0.24
H -0.393316 0.829077 -3.744390 0.0 0.0 0.0 0.20
H 2.040586 -1.167276 -4.230611 0.0 0.0 0.0 0.45
H 0.672951 -2.040951 -3.519730 0.0 0.0 0.0 0.28
H 2.301533 -2.238496 -2.859451 0.0 0.0 0.0 0.44
H 3.688739 -1.110098 -0.739580 0.0 0.0 0.0 0.18
H 6.046340 -0.477008 -0.529414 0.0 0.0 0.0 0.38
H 6.871093 1.628101 -1.548302 0.0 0.0 0.0 0.35
H 5.286003 3.090246 -2.768541 0.0 0.0 0.0 0.37
H 2.939888 2.441145 -3.013042 0.0 0.0 0.0 0.29
```
Forces are in eV/Å.

**Kohn-Sham gap**: 5.415 eV
**Multiplicity**: 1
**Total charge**: 0
**HOMO energy**: -6.09 eV

=====

Record 2
The following is a DFT calculation (ωB97M-V/def2-TZVPD) of a molecular structure, C4Cl2GaMnO4.

```
12
Properties=species:S:1:pos:R:3:forces:R:3:mulliken_spin:R:1
Ga 0.754520 -0.739493 -0.637323 2.9 0.6 -0.1 -0.01
Mn -1.429936 0.297050 0.513342 3.3 -0.8 -2.6 3.89
Cl 0.333395 -0.345157 1.664633 0.8 -0.9 -1.1 0.12
Cl -0.752970 0.880317 -1.545840 0.7 -1.3 0.3 0.10
C -2.221014 1.835534 0.959910 -5.3 9.9 2.9 -0.21
C 2.830435 -1.708470 -0.712742 5.7 -5.2 0.7 0.00
C 2.483550 0.023277 -1.530135 2.8 6.9 -6.3 0.00
O -2.713155 2.828569 1.301888 2.7 -5.2 -1.8 0.16
O 3.964144 -1.948508 -0.874506 -6.0 1.3 0.9 0.00
O 3.207600 0.517394 -2.309150 -3.6 -3.0 4.5 0.00
O -3.605378 -1.145655 1.884409 3.9 3.6 -3.4 0.16
C -2.851191 -0.494858 1.285513 -7.9 -6.1 6.0 -0.21
```
Forces are in eV/Å.

**Kohn-Sham gap (alpha / beta)**: 7.556 / 7.522 eV
**Multiplicity**: 5
**Total charge**: +4
**HOMO energy (alpha / beta)**: -29.38 / -29.38 eV

=====

Record 3
The following is a DFT calculation (ωB97M-V/def2-TZVPD) of 7 unconnected molecules or ions with the total composition C4H22N2O7S.

```
36
Properties=species:S:1:pos:R:3:forces:R:3:nbo_charge:R:1
C -1.551577 -0.286840 2.102937 1.1 0.4 1.5 -0.44
N -0.593876 -1.295159 2.677425 -1.2 0.6 -1.5 -0.62
C 0.250099 -1.808381 1.586379 1.0 0.5 0.0 -0.15
C -0.342761 -2.232338 0.195493 0.9 -0.3 0.5 -0.54
S -0.630995 -4.047052 0.123014 -2.2 0.7 0.3 -0.07
C 1.320513 -0.640568 1.372169 0.4 -2.1 0.2 0.70
N 2.258463 -0.443502 2.353035 0.0 1.3 -0.1 -0.83
O 1.375435 -0.046104 0.310121 -0.1 0.1 -0.1 -0.68
H -1.311861 0.082337 1.140036 0.4 -0.5 -1.5 0.20
H -1.457519 0.673856 2.609739 -0.5 -0.2 0.9 0.19
H -2.541888 -0.678351 2.113364 -0.9 0.1 0.0 0.20
H -1.192128 -1.987566 3.121787 0.6 -0.3 -0.3 0.37
H 0.743302 -2.726623 1.925607 0.3 0.4 0.3 0.22
H -1.232484 -1.657973 -0.067837 0.2 -0.2 -0.3 0.24
H 0.456088 -2.147459 -0.562008 -0.5 0.6 0.4 0.24
H -2.020156 -3.918583 0.289603 1.4 -0.5 -0.1 0.14
H 2.674523 0.496661 2.366183 0.0 -0.6 -0.4 0.43
H 2.419736 -0.958363 3.209547 -0.9 -0.2 -0.4 0.41
H -0.696064 0.645996 -2.636349 -0.7 0.2 -0.2 0.49
H -1.437463 -0.094511 -3.702098 -0.4 0.4 0.5 0.46
O -1.626438 0.434780 -2.900533 0.4 -0.7 -0.4 -1.00
H 1.254783 0.392868 -2.023370 0.0 -0.6 0.0 0.49
H 1.249923 1.765519 -2.589196 -0.8 -0.5 -0.7 0.49
O 0.938556 0.860488 -2.807934 1.3 0.4 0.8 -0.95
H -3.379680 -1.254382 -2.524541 -0.3 -0.1 -0.1 0.48
H -2.285261 -2.203169 -2.514119 0.4 -0.5 0.0 0.46
O -3.237359 -2.208452 -2.627234 0.0 0.6 0.2 -0.94
H 2.522219 3.179859 0.929110 -0.1 -0.5 0.0 0.49
H 2.988833 1.834487 0.323323 -0.4 -0.2 -0.2 0.47
O 3.143630 2.449563 1.037555 1.1 0.5 0.5 -0.96
H 1.015235 3.857521 -2.015965 0.4 0.2 0.3 0.47
H -0.372073 3.987144 -2.537484 -0.1 -0.6 0.1 0.49
O 0.234382 3.323380 -2.167545 -0.2 0.9 -0.3 -0.95
H 0.526127 1.998334 -0.159965 -1.1 -0.9 -0.3 0.50
H -0.040956 2.235659 1.367658 -0.9 -0.8 -0.2 0.49
O 0.578690 2.416924 0.682093 1.2 2.3 0.5 -0.98
```
Forces are in eV/Å.

**Kohn-Sham gap**: 9.164 eV
**Multiplicity**: 1
**Total charge**: 0
**SMILES**: CN[C@@H](CS)C(N)=O.O.O.O.O.O.O
**HOMO energy**: -9.00 eV